No. 1
Formula: C4H9N
Source: OMol25
Level of theory: ωB97M-V/def2-TZVPD

Geometry as XYZ:
```
14
Properties=species:S:1:pos:R:3:forces:R:3
H 1.50906 0.35170 -1.29967 0.1 0.3 0.1
H 0.11908 1.39151 1.33798 0.7 -0.3 0.3
H 1.91394 -1.57232 0.13245 -0.3 0.1 0.0
H -1.00476 -1.39086 0.65741 0.0 0.0 0.1
C 0.37180 1.40380 0.28817 -1.7 -1.0 -0.3
H -1.77067 -1.40451 -0.91436 0.3 0.1 -0.2
C 0.91309 0.21932 -0.40294 2.0 -0.6 0.8
C -0.55956 0.34517 -0.55712 0.0 1.4 0.5
N 1.65431 -0.67768 0.54120 -0.9 0.1 -1.1
H -2.41296 -0.39058 0.33390 0.0 0.1 0.1
H -1.03594 0.94341 -1.32723 0.7 -0.5 -0.8
C -1.47520 -0.75251 -0.09009 -0.3 0.2 0.9
H 1.12614 -0.84158 1.39178 0.0 0.0 -0.1
H 0.65168 2.37514 -0.09149 -0.7 0.1 -0.3
```
Forces are in eV/Å.

Computed properties:
- total charge = 0
- SMILES string = C[C@H]1C[C@H]1N
- E_HOMO (eV) = -9.0
- LUMO level (Ha) = 0.042
- energy above the lowest of the compared OMol25 structures with the same formula, charge and spin (kJ/mol) = 143.7
- frontier orbital gap (Eh) = 0.3736

=====

No. 2
Formula: C4H9N
Source: OMol25
Level of theory: ωB97M-V/def2-TZVPD

Geometry as XYZ:
```
14
Properties=species:S:1:pos:R:3:forces:R:3
H 2.41601 0.53512 -0.66848 0.5 -0.6 0.5
C -1.09274 1.26698 0.90494 -0.4 0.2 0.1
H -1.68997 -1.43665 0.34585 -0.9 0.0 -0.7
C 1.74967 -0.32449 -0.51596 -0.8 0.2 -0.7
C -0.47248 0.20753 0.38318 0.4 0.8 0.1
H 2.19561 -1.31955 -0.45291 0.5 0.4 -0.1
H -2.15792 1.37694 0.75613 -0.1 0.0 -0.1
C -1.26076 -0.79126 -0.42543 1.6 -0.5 -0.4
N 0.87411 -0.09541 0.63875 0.3 -0.1 -0.4
H -1.82086 -0.30592 -1.21805 -1.1 0.1 0.7
H 1.19047 -0.26865 -1.45787 -0.2 -0.4 0.2
H -0.64735 2.04822 1.51461 0.3 -0.3 -0.1
H 1.34888 0.54495 1.25675 -0.5 0.1 0.2
H -0.63265 -1.43782 -1.06152 0.3 0.1 0.7
```
Forces are in eV/Å.

Computed properties:
- total charge = 0
- SMILES string = C=C(C)NC
- E_HOMO (eV) = -8.1
- LUMO level (Ha) = 0.041
- energy above the lowest of the compared OMol25 structures with the same formula, charge and spin (kJ/mol) = 92.7
- frontier orbital gap (Eh) = 0.3383

=====

No. 3
Formula: C4H9N
Source: OMol25
Level of theory: ωB97M-V/def2-TZVPD

Geometry as XYZ:
```
14
Properties=species:S:1:pos:R:3:forces:R:3
H 1.67571 1.75625 -0.53864 -0.4 -1.5 0.5
H -2.10994 0.43021 -1.27408 0.3 0.2 0.4
H -1.68623 1.11399 0.42027 -1.0 0.2 -1.1
C 1.84100 -0.51710 -0.10823 -0.5 -1.1 0.4
C -1.93163 0.22473 -0.21107 -0.5 1.2 1.1
C -0.70112 -0.57428 0.09120 0.0 -1.1 -0.3
H 1.86023 -1.12675 0.83428 0.2 0.5 -1.0
H 2.55376 -0.79773 -0.90587 -0.5 0.2 0.7
H 1.05941 1.14646 1.04080 -0.2 0.0 0.7
H -0.64320 -0.58609 1.16768 0.6 0.0 0.8
H -0.85732 -1.57962 -0.20565 0.0 -1.3 -0.3
C 1.31949 0.84826 0.04786 0.6 2.0 -1.0
H -2.87533 -0.19833 0.23177 1.1 0.1 -0.4
N 0.49515 -0.14001 -0.59032 0.5 0.5 -0.4
```
Forces are in eV/Å.

Computed properties:
- total charge = 0
- SMILES string = CCN1CC1
- E_HOMO (eV) = -9.1
- LUMO level (Ha) = 0.047
- energy above the lowest of the compared OMol25 structures with the same formula, charge and spin (kJ/mol) = 147.9
- frontier orbital gap (Eh) = 0.3818